# C6H10FeO3

C6H10FeO3 as an isolated structure (the ωB97M-V functional and the def2-TZVPD basis, the OMol25 dataset).

```
20
Properties=species:S:1:pos:R:3:lowdin_charge:R:1
O 0.844 -1.105 0.637 0.03
Fe 3.151 0.411 0.390 0.98
O 1.480 0.599 -0.621 -0.11
C 0.690 -0.301 -0.343 -0.66
O -0.589 -0.363 -0.771 -0.05
C -1.320 0.884 -1.008 -0.10
H -2.175 0.556 -1.607 0.15
H -0.655 1.529 -1.590 0.13
C -1.739 1.515 0.278 -0.15
C -1.431 2.769 0.604 0.06
H -2.404 0.925 0.916 0.11
H -1.848 3.238 1.496 0.08
H -0.759 3.369 -0.015 0.08
C -0.787 -1.770 0.725 -0.04
C -0.820 -3.071 -0.035 -0.05
H -0.638 -1.923 1.797 0.12
H -1.767 -1.285 0.788 0.12
H 0.172 -3.330 -0.424 0.10
H -1.139 -3.856 0.664 0.10
H -1.538 -3.049 -0.863 0.09
```

Values from the calculation:
Orbital gap (alpha / beta) in Eh: 0.3064 / 0.3163
⟨S²⟩: 8.753
LUMO (alpha / beta) in eV: -3.47 / -5.35
E_tot in eV: -46901.954
Spin multiplicity: 6
HOMO level (alpha / beta) in eV: -11.8109 / -13.9557
Total charge: +1

=====

# C6H10N

An isolated ion of composition C6H10N and charge +1 (the ωB97M-V functional and the def2-TZVPD basis, the OMol25 dataset).

```
17
Properties=species:S:1:pos:R:3:lowdin_charge:R:1
C -1.391 1.292 -2.700 -0.09
C -0.402 1.380 -1.656 -0.02
C -0.136 1.428 -0.468 0.00
C 0.689 1.522 0.784 -0.12
C 1.058 0.137 0.884 -0.01
N 0.275 -0.709 1.480 0.04
C 0.488 -2.145 1.563 -0.05
H -2.166 2.013 -2.626 0.08
H -1.822 0.351 -2.766 0.06
H -0.963 1.502 -3.776 0.13
H 1.529 2.191 0.754 0.14
H 0.042 1.900 1.478 0.10
H 1.936 -0.467 0.403 0.21
H -0.557 -0.557 2.029 0.18
H 1.009 -2.563 2.425 0.10
H -0.427 -2.694 1.266 0.11
H 1.200 -2.604 0.747 0.14
```

Values from the calculation:
Orbital gap in Eh: 0.3382
Energy relative to the best compared isomer or geometry (same formula, charge and spin) in kcal per mole: 53.6
LUMO in eV: -4.69
E_tot in eV: -7864.022
HOMO level in eV: -13.8951
Total charge: +1
Structure (SMILES): CC#CC/C=[NH+]/C

=====

# C6H10N

An isolated ion of composition C6H10N and charge +1 (the ωB97M-V functional and the def2-TZVPD basis, the OMol25 dataset).

```
17
Properties=species:S:1:pos:R:3:lowdin_charge:R:1
C -2.583 -0.673 1.245 0.19
N -2.540 -0.088 0.070 0.04
C -1.378 0.735 -0.550 -0.02
C -0.226 0.296 -0.080 -0.01
C 1.073 0.191 -0.155 -0.26
C 2.107 0.507 0.980 0.01
C 1.590 -0.444 -1.369 -0.04
H -1.728 -0.711 1.640 0.02
H -3.479 -1.387 1.586 0.18
H -3.312 -0.103 -0.624 0.17
H -1.802 1.786 -0.940 0.18
H 1.704 -0.033 1.929 0.13
H 2.395 1.530 1.142 0.08
H 2.973 0.099 0.558 0.05
H 2.516 -0.923 -1.396 0.07
H 1.781 0.297 -2.191 0.13
H 0.907 -1.079 -1.846 0.07
```

Values from the calculation:
Orbital gap in Eh: 0.3273
Energy relative to the best compared isomer or geometry (same formula, charge and spin) in kcal per mole: 75.4
LUMO in eV: -5.04
E_tot in eV: -7863.077
HOMO level in eV: -13.9448
Total charge: +1
Structure (SMILES): C=[NH+]C=C=C(C)C